[1]
Below is a cluster of 12 separate species, C4H32NO11 in total in a non-equilibrium geometry, with properties calculated with ωB97M-V with the def2-TZVPD basis set.

```
48
Properties=species:S:1:pos:R:3:forces:R:3:nbo_charge:R:1
C 2.890 0.232 1.244 -0.886 -0.590 1.772 -0.636
C 1.552 0.938 1.585 0.601 1.187 -1.757 -0.462
C 0.379 0.186 1.051 -0.715 -0.807 0.949 0.144
C -0.337 -0.622 1.825 0.743 -0.372 -0.769 -0.348
N 0.028 0.310 -0.384 1.487 -1.006 1.444 -0.773
H 3.419 0.289 2.203 0.640 -0.135 -0.638 0.236
H 2.596 -0.819 1.119 0.578 0.072 -0.162 0.213
H 3.486 0.582 0.413 0.135 0.190 0.212 0.194
H 1.531 1.233 2.625 -0.615 -0.886 0.286 0.266
H 1.526 1.929 1.136 0.163 0.291 -0.410 0.210
H 0.072 -0.796 2.811 -0.651 0.207 0.065 0.234
H -1.140 -1.255 1.446 0.246 0.283 0.237 0.212
H -0.826 -0.230 -0.547 -0.006 0.060 0.002 0.455
H 0.741 0.006 -1.061 -0.067 -0.255 0.511 0.456
H -0.148 1.297 -0.607 -0.026 -0.828 0.083 0.440
H -0.148 -3.740 3.047 -0.292 -0.116 -0.496 0.480
H 1.170 -3.166 3.287 0.401 0.183 -0.319 0.476
O 0.568 -3.324 2.548 0.005 -0.270 0.824 -0.947
H 3.719 -0.833 -2.079 -0.311 0.242 -0.215 0.492
H 2.805 -0.936 -0.906 -0.446 -0.479 0.006 0.495
O 2.889 -0.459 -1.741 1.071 -1.331 -0.046 -0.960
H -1.262 2.772 -0.637 -0.427 0.158 0.185 0.519
H -0.189 2.649 -1.712 0.153 0.091 -0.257 0.515
O -0.980 2.206 -1.371 -0.193 2.594 -0.831 -0.946
H 0.015 -2.264 -0.518 0.336 -0.602 0.139 0.498
H 1.122 -2.819 0.467 -0.434 -0.081 0.190 0.499
O 0.959 -2.221 -0.267 0.626 0.005 -0.540 -1.019
H -3.348 -0.850 -0.208 0.371 -0.183 0.421 0.503
H -2.806 0.303 -1.031 0.540 -0.409 0.538 0.499
O -2.615 -0.216 -0.191 -1.112 0.388 -0.686 -1.006
H -1.289 -3.609 -1.723 0.004 0.032 -0.078 0.489
H -1.383 -2.142 -2.238 0.298 -0.418 0.277 0.504
O -1.451 -2.704 -1.439 -0.429 0.217 -0.132 -0.978
H -1.239 1.624 2.688 0.213 0.081 0.717 0.498
H -0.763 2.125 4.104 -0.151 -0.205 -0.293 0.471
O -0.700 1.391 3.475 -0.048 0.554 0.554 -0.992
H -2.376 1.258 0.833 -0.113 0.060 0.558 0.509
H -3.126 2.407 1.534 -0.063 0.093 0.165 0.491
O -2.241 2.061 1.392 -0.162 -0.075 -1.105 -0.989
H 2.639 1.108 -0.999 0.045 -0.085 -0.522 0.499
H 2.641 2.551 -1.495 -0.456 -0.438 -0.006 0.482
O 2.075 1.758 -1.432 -0.092 2.359 0.011 -1.000
H 0.208 -0.863 -3.836 -0.645 0.350 -0.266 0.514
H -1.323 -0.347 -3.491 0.111 0.349 -0.876 0.503
O -0.532 -0.810 -3.219 0.369 -0.481 1.082 -0.996
H -3.748 1.226 -2.567 0.067 0.169 -0.389 0.501
H -2.223 1.664 -2.663 -0.715 -0.428 0.483 0.523
O -2.839 0.921 -2.472 -0.147 0.265 -0.920 -0.970
```
Positions in Å, forces in eV/Å.

Values from the calculation:
Total charge: +1
E_tot in eV: -28673.6530
Kohn-Sham gap in eV: 9.08
Highest occupied orbital energy in eV: -11.74



[2]
Below is a cluster of 12 separate species, C4H32NO11S in total in a non-equilibrium geometry, with properties calculated with ωB97M-V with the def2-TZVPD basis set.

```
49
Properties=species:S:1:pos:R:3:forces:R:3:nbo_charge:R:1
C 1.503 1.510 -0.997 -0.599 0.471 0.215 -0.206
N 0.565 0.823 -0.105 0.562 -0.056 -0.045 -0.693
C -0.260 -0.281 -0.659 -0.698 1.258 0.821 -0.232
C -0.609 -1.240 0.450 0.502 -1.365 0.163 -0.550
S -1.644 -2.680 0.018 -0.590 0.216 -0.605 -0.717
C 1.390 3.035 -0.838 0.519 -0.293 -0.804 -0.610
H 1.285 1.226 -2.029 0.034 0.009 -0.017 0.181
H 2.552 1.268 -0.791 -0.062 -0.336 -0.051 0.155
H 1.066 0.516 0.721 -0.245 -0.094 0.112 0.382
H -1.198 0.201 -0.959 0.005 -0.366 -0.487 0.168
H 0.189 -0.762 -1.515 0.303 -0.243 -0.036 0.170
H 0.286 -1.784 0.770 -0.071 0.649 0.314 0.211
H -0.998 -0.687 1.308 -0.016 0.171 -0.110 0.170
H 0.355 3.360 -0.823 -0.117 0.027 0.118 0.211
H 1.874 3.494 -1.711 -0.029 0.159 0.226 0.196
H 1.924 3.370 0.051 -0.197 0.066 0.121 0.200
H -3.912 -0.322 0.380 0.013 -0.019 0.084 0.479
H -3.864 -1.459 -0.584 0.407 -0.069 -0.015 0.512
O -4.227 -0.558 -0.500 -0.200 -0.075 0.048 -0.989
H 2.088 0.033 3.178 -0.095 -0.284 0.020 0.498
H 2.901 -1.305 3.085 -0.319 0.076 -0.298 0.479
O 2.977 -0.351 3.163 0.381 0.380 0.250 -0.986
H 4.202 -0.029 -0.880 -0.079 0.149 -0.207 0.474
H 4.044 -1.157 -1.954 -0.257 0.166 0.546 0.497
O 4.436 -0.933 -1.095 0.677 -0.134 -0.084 -0.956
H -0.902 -2.142 -2.920 -0.288 -0.313 0.026 0.494
H 0.239 -1.285 -3.298 0.198 0.032 -0.212 0.461
O -0.397 -1.880 -3.706 -0.067 0.092 0.138 -0.962
H -2.659 -2.625 2.507 0.372 0.509 -0.349 0.507
H -2.000 -1.282 2.943 0.473 -0.258 -0.323 0.465
O -2.756 -1.847 3.081 -0.809 -0.096 0.636 -0.979
H -3.658 0.469 -1.898 0.231 -0.089 0.036 0.506
H -2.481 1.203 -2.654 -0.002 -0.345 0.048 0.465
O -3.405 1.263 -2.404 -0.250 0.448 -0.047 -0.988
H -2.406 2.066 2.157 0.004 -0.392 -0.124 0.515
H -2.722 0.899 3.163 -0.295 -0.063 -0.160 0.484
O -2.186 1.684 3.029 0.140 0.241 0.196 -0.986
H 2.367 -2.245 -3.251 -0.155 0.238 0.053 0.472
H 1.874 -2.867 -1.995 -0.084 0.217 0.517 0.504
O 2.242 -2.031 -2.314 0.107 -0.489 -0.892 -0.966
H -0.469 1.204 3.023 0.301 -0.191 0.349 0.506
H 0.716 1.981 2.599 0.340 -0.130 0.112 0.465
O 0.515 1.187 3.111 -0.437 0.404 -0.376 -0.990
H -2.906 1.793 -0.234 0.265 -0.048 -0.541 0.502
H -1.363 2.037 0.058 -0.026 -0.430 -0.079 0.499
O -2.269 2.294 0.285 -0.114 0.535 0.683 -0.996
H 3.307 -1.729 0.156 -0.023 -0.530 0.393 0.489
H 1.885 -1.410 0.236 -0.275 -0.250 0.280 0.456
O 2.508 -2.025 0.643 0.562 0.446 -0.644 -0.967
```
Positions in Å, forces in eV/Å.

Values from the calculation:
Total charge: -1
E_tot in eV: -39517.9207
Kohn-Sham gap in eV: 6.37
Highest occupied orbital energy in eV: -4.08



[3]
Below is a cluster of 13 separate species, C4H32NO15 in total in a non-equilibrium geometry, with properties calculated with ωB97M-V with the def2-TZVPD basis set.

```
52
Properties=species:S:1:pos:R:3:forces:R:3:nbo_charge:R:1
C -1.760 -0.691 2.264 0.015 -0.269 1.720 -0.234
C -2.216 0.709 1.913 0.003 0.656 -0.665 -0.452
C -2.718 0.769 0.449 0.723 2.013 1.490 -0.067
O -3.087 2.114 0.119 -1.853 -0.777 0.229 -0.746
N -0.333 -0.991 2.042 -1.853 0.196 -0.536 -0.668
C -0.035 -1.834 0.980 0.818 0.294 0.775 0.901
O -0.820 -2.762 0.739 -0.218 0.023 -0.244 -0.786
O 1.091 -1.630 0.415 0.002 0.300 0.470 -0.844
H -1.896 -0.841 3.344 -0.395 -0.004 -0.058 0.172
H -2.385 -1.425 1.761 0.210 -0.174 -0.059 0.228
H -2.972 1.121 2.583 -0.404 -0.552 0.049 0.202
H -1.426 1.457 2.034 0.192 -0.381 -0.145 0.215
H -3.668 0.247 0.406 0.363 -0.748 -0.642 0.175
H -1.851 0.537 -0.172 -0.708 -0.954 -0.373 0.193
H 0.187 -0.159 2.216 0.909 0.208 -0.413 0.385
H 0.107 4.042 2.935 -0.039 0.598 0.425 0.455
H 2.595 2.021 -2.429 -0.138 -0.030 -0.353 0.508
H 0.963 0.113 -1.632 0.649 0.348 -0.069 0.505
O 1.687 0.776 -1.479 -0.266 0.253 0.096 -1.063
H -2.824 0.266 -2.843 0.312 -0.649 0.184 0.478
H -1.245 -0.005 -2.512 -0.353 -0.767 -0.100 0.516
O -1.955 0.630 -2.675 -0.152 1.271 -0.262 -1.005
H 0.476 2.870 -0.060 -0.372 -0.074 0.591 0.501
H 0.433 1.422 0.098 -0.224 -0.446 -0.085 0.495
O -0.103 2.182 0.365 0.462 0.624 -0.514 -1.025
H 1.543 -2.553 -0.646 0.061 -1.048 -0.890 0.491
H 1.054 -3.697 -1.708 -0.299 -0.442 0.362 0.481
O 1.677 -2.986 -1.570 1.136 -0.028 0.329 -1.038
H 0.364 -1.765 -1.464 -0.056 0.080 -0.602 0.522
H 0.756 -1.357 -2.887 0.148 -0.374 0.039 0.501
O 0.096 -1.193 -2.210 -1.176 0.922 -0.191 -0.991
H 0.049 -5.173 -0.076 0.119 -0.341 -0.005 0.463
H -0.896 -4.126 -0.457 -0.062 -0.290 -0.131 0.504
O -0.615 -5.020 -0.755 0.039 0.497 0.069 -0.983
H -0.520 3.121 -2.150 -0.210 -0.491 0.284 0.468
H -2.318 2.624 -0.014 1.600 0.640 -0.224 0.476
O -0.841 3.163 -3.048 0.135 0.905 -0.862 -0.978
H 3.034 2.657 -3.779 -0.128 -0.090 0.005 0.470
H -1.533 2.505 -3.180 0.257 -0.385 0.621 0.501
O 3.021 2.806 -2.831 0.145 0.109 0.203 -1.000
H -0.786 -2.766 4.329 0.068 0.016 -0.054 0.460
H -0.725 -3.265 2.894 0.022 -0.115 0.026 0.491
O -0.591 -3.553 3.811 -0.115 -0.056 -0.030 -0.956
H 0.250 2.849 2.102 0.548 -0.312 0.085 0.491
H 3.442 0.379 1.328 0.067 0.078 -0.122 0.477
O 0.633 3.245 2.913 -0.425 -0.330 -0.466 -0.964
H 2.497 -0.707 0.767 -0.103 -0.060 -0.216 0.517
H 2.295 0.407 -0.806 -0.090 -0.050 -0.174 0.504
O 3.197 -0.064 0.509 0.305 -0.070 0.667 -0.987
H 2.390 2.725 -0.334 0.401 -0.390 -0.416 0.489
H 2.040 3.974 -1.193 0.424 -0.449 -0.160 0.504
O 2.013 3.600 -0.303 -0.496 1.112 0.343 -0.955
```
Positions in Å, forces in eV/Å.

Values from the calculation:
Total charge: -1
E_tot in eV: -36874.5156
Kohn-Sham gap in eV: 9.52
Highest occupied orbital energy in eV: -6.82



no.,LUMO (eV)
1,-2.657
2,2.290
3,2.708